Density functional theory data (wB97M-V/def2-TZVPD) for C23H27ClIrNO as an isolated structure.

Values from the calculation:
Gap between HOMO and LUMO (alpha / beta), eV: 4.5 / 6.8
Highest occupied orbital energy (alpha / beta), eV: -3.98 / -7.98
Net charge: 0
2S+1: 5
F_max, eV/A: 4.5

```
54
Properties=species:S:1:pos:R:3:mulliken_charge:R:1
C 0.98 1.35 2.06 -0.411
C -0.38 0.87 2.17 -0.911
C -0.37 -0.54 2.03 -0.123
H -1.26 1.48 2.34 0.521
C 0.97 -0.97 1.80 -0.766
C 1.82 0.20 1.83 -0.394
H 1.27 -1.99 1.59 0.649
C 0.21 1.90 -1.25 -0.731
C -0.96 2.12 -0.40 -1.471
C -1.98 1.21 -0.81 -0.095
H -1.06 2.94 0.30 0.527
C -1.47 0.34 -1.79 0.903
C -0.12 0.73 -2.05 -1.788
H -1.24 -1.19 2.09 0.332
H 2.90 0.23 1.71 0.499
H 1.31 2.37 2.15 0.389
H 0.50 0.34 -2.86 0.870
H -2.99 1.19 -0.41 0.458
H 1.01 2.61 -1.43 0.554
Ir 0.56 0.44 0.11 1.656
C -2.23 -0.73 -2.57 1.941
C -2.37 -0.22 -4.01 -1.910
C -3.62 -0.93 -1.96 -2.208
H -2.90 0.75 -4.05 0.379
H -2.96 -0.94 -4.61 0.499
H -1.39 -0.10 -4.49 0.342
H -4.22 -0.01 -2.02 0.481
H -3.53 -1.23 -0.91 0.363
H -4.15 -1.72 -2.51 0.375
C -1.50 -2.11 -2.62 -1.149
C -1.36 -2.78 -1.27 0.041
H -0.48 -1.96 -3.03 0.281
H -2.05 -2.76 -3.33 0.521
O -1.06 -2.14 -0.26 -0.105
N -1.60 -4.12 -1.19 -0.195
C -1.12 -4.83 0.01 -1.187
H -1.63 -4.66 -2.04 0.320
C -1.86 -4.44 1.27 0.893
C -1.17 -4.39 2.49 -0.409
H -0.09 -4.59 2.48 0.322
C -1.85 -4.10 3.68 -0.599
H -1.29 -4.08 4.62 0.366
C -3.22 -3.86 3.66 -0.451
H -3.75 -3.66 4.59 0.389
C -3.91 -3.89 2.45 -0.622
H -4.98 -3.70 2.42 0.390
C -3.23 -4.18 1.26 -0.243
H -3.77 -4.21 0.30 0.345
H -0.05 -4.63 0.15 0.323
H -1.22 -5.90 -0.16 0.455
Cl 3.21 0.35 -1.44 -0.203
C 1.85 -0.66 -0.89 -0.994
H 1.44 -1.13 -1.79 0.213
H 2.30 -1.47 -0.31 0.369
```